Here is a molecular structure, C8H15ClINOPPdS from OMol25. Energies are from wB97M-V/def2-TZVPD.

Results
LUMO energy (alpha / beta)   -11.0 / -14.4 eV
Strongest force on any atom   0.091 Eh/bohr
ΔE to the lowest compared entry with this formula, charge and spin   0.000 eV
Charge   +3
Spin multiplicity   5

Each line ends with the Löwdin charge.
Geometry (Å):
C -0.750 1.487 -3.440  -0.378
I -2.266 1.622 -4.933  1.381
H -0.381 0.574 -3.815  -0.034
H 0.013 1.935 -2.727  0.109
H -1.720 1.907 -3.095  -0.096
Pd 0.463 -0.322 1.131  0.562
P 0.243 -1.606 -0.564  0.693
C -0.996 -1.790 -1.907  -0.234
C 1.650 -2.424 -1.319  -0.223
H 0.212 -3.241 1.153  -0.029
H -0.991 -3.691 -0.160  0.086
H -1.316 -2.382 1.088  0.046
C -0.578 -2.909 0.483  -0.251
H 2.364 -2.662 -0.529  0.063
H 1.302 -3.333 -1.847  0.092
H -0.940 -2.809 -2.313  0.082
H -0.912 -1.069 -2.708  -0.004
H 2.149 -1.724 -1.997  0.063
H -2.028 -1.676 -1.573  0.068
C -2.192 2.578 1.161  0.056
O -1.969 3.657 1.518  0.019
Cl 1.341 -1.941 2.949  0.113
S 0.626 2.593 4.504  1.259
C 0.717 3.544 3.083  -0.246
C 1.004 2.852 1.947  -0.044
N 0.984 1.445 2.236  -0.119
C 1.041 1.216 3.548  -0.346
H 0.455 4.585 3.127  0.121
H 1.234 3.353 1.003  0.164
H 1.243 0.230 3.995  0.026